Below is a single C6H11NOSi molecule in a non-equilibrium geometry, with properties calculated with ωB97M-V/def2-TZVPD.

Computed properties:
LUMO level (spin up / spin down), eV: 0.7 / -2.9
Expectation value of S²: 2.0062
HOMO energy (spin up / spin down), eV: -5.943 / -10.486
Multiplicity: 3

Geometry (Å):
1 C -2.441516 -1.030185 0.404311
2 C 0.803114 -2.573394 0.008415
3 C 0.192219 -1.895569 0.966996
4 C 1.034632 0.673319 -1.526249
5 C 0.112360 2.137366 1.508303
6 C -0.425718 0.508413 -1.359739
7 N -3.414216 -1.636241 0.443846
8 O -0.799829 1.034767 1.253066
9 Si -0.706977 -0.267178 0.291493
10 H 1.215512 -3.469840 0.259415
11 H 0.895077 -2.212531 -1.005369
12 H 0.179715 -2.319667 1.982783
13 H 1.549808 0.969234 -0.574148
14 H 1.584515 -0.218621 -1.874230
15 H 1.263138 1.455118 -2.204773
16 H 0.072135 2.800462 0.621308
17 H 1.132327 1.788708 1.973383
18 H -0.521016 2.491534 2.341504
19 H -0.945276 0.239090 -2.212189
20 H -0.780003 1.525215 -1.298127

Cartesian forces (eV/Å) of the 2 atoms listed first:
C 0.814 0.647 -0.239
C 3.735 -3.700 -7.226



Below is a single C6H11NS molecule in a non-equilibrium geometry, with properties calculated with ωB97M-V/def2-TZVPD.

Computed properties:
LUMO level, eV: 0.7
HOMO energy, eV: -8.374
SMILES: C=C/C(C)=N\CSC

Geometry (Å):
1 C -2.086742 1.480197 -0.508396
2 C 1.563187 -1.182214 -0.532603
3 C -0.968174 0.756731 -0.603232
4 C -2.111798 -1.266531 0.340280
5 C 2.519316 1.037725 0.899900
6 C -0.860003 -0.672943 -0.216130
7 N 0.220863 -1.273416 -0.298027
8 S 2.608676 0.469820 -0.737116
9 H -1.919497 2.559659 -0.943533
10 H -3.061944 1.275886 -0.274642
11 H 1.718593 -1.611928 -1.433710
12 H 2.013433 -1.744033 0.288953
13 H 0.059217 1.031269 -1.024247
14 H -2.961148 -0.609076 0.389610
15 H -1.974001 -1.669105 1.332370
16 H -2.418666 -2.194849 -0.328904
17 H 3.048543 0.317620 1.492582
18 H 1.499520 1.320690 1.297221
19 H 3.110631 1.974496 0.859625

Cartesian forces (eV/Å) of the 2 atoms listed first:
C 3.952 3.852 -2.701
C 0.800 2.346 2.047



Below is a single C6H11NS molecule in a non-equilibrium geometry, with properties calculated with ωB97M-V/def2-TZVPD.

Computed properties:
LUMO level, eV: -0.2
HOMO energy, eV: -8.838
SMILES: C[C@]1(C=S)CCCN1

Geometry (Å):
1 C 1.739954 -0.848370 0.260459
2 C 0.588003 0.089699 -0.070355
3 C -0.392108 0.142266 1.149910
4 C -1.710225 -0.407162 0.516887
5 C -1.533450 -0.133780 -0.966160
6 C 1.135292 1.425163 -0.272402
7 H 2.439480 -1.029386 -0.569497
8 H 1.377590 -1.843709 0.495075
9 H 2.224683 -0.513720 1.171127
10 H -0.039232 -0.413588 2.074392
11 H -0.457808 1.182415 1.395697
12 H -2.551478 0.085340 0.995315
13 H -1.766287 -1.487535 0.751966
14 H -1.784881 0.909150 -1.177747
15 H -2.222737 -0.769310 -1.526352
16 H 0.179083 -0.059435 -2.035509
17 H 1.708456 1.793363 0.608942
18 N -0.167656 -0.455432 -1.174231
19 S 1.233321 2.334031 -1.627518

Cartesian forces (eV/Å) of the 2 atoms listed first:
C 0.598 -0.610 0.031
C -0.130 -1.642 0.694



Below is a gas-phase ion, C6H11O (charge -1) in a non-equilibrium geometry, with properties calculated with ωB97M-V/def2-TZVPD.

Computed properties:
Total charge: -1
LUMO level, eV: 3.9
HOMO energy, eV: -2.418
SMILES: C=C(C)CCC[O-]

Geometry (Å):
1 C 2.095982 -1.090637 -0.522715
2 O 2.053092 -0.369479 -1.629305
3 C 0.747875 -1.161237 0.277693
4 C 0.361623 0.272454 0.708597
5 C -1.030993 0.677387 0.301455
6 C -1.973251 0.913902 1.207983
7 C -1.264306 0.848355 -1.163561
8 H 2.821520 -0.721095 0.277223
9 H 2.403067 -2.176838 -0.625462
10 H 0.891172 -1.825347 1.133089
11 H -0.016846 -1.503351 -0.422969
12 H 1.030945 0.950374 0.166134
13 H 0.495944 0.378782 1.789162
14 H -2.951627 1.317529 0.938898
15 H -1.794222 0.798969 2.274968
16 H -0.331599 1.168166 -1.640419
17 H -1.995030 1.614125 -1.436736
18 H -1.543345 -0.092060 -1.634036

Cartesian forces (eV/Å) of the 2 atoms listed first:
C -0.005 -0.518 0.841
O -0.092 0.176 -0.231



Below is a gas-phase ion, C6H11O (charge -1) in a non-equilibrium geometry, with properties calculated with ωB97M-V/def2-TZVPD.

Computed properties:
Total charge: -1
LUMO level, eV: 3.6
HOMO energy, eV: -2.137
SMILES: C=CCCCC[O-]

Geometry (Å):
1 C 1.556282 1.857376 1.560812
2 O 1.734232 3.117399 1.279778
3 C 0.061881 1.199778 1.082636
4 C 0.095029 0.199452 -0.090120
5 C -0.904579 -0.939708 0.025858
6 C -0.411704 -2.046204 -2.216522
7 C -1.268126 -1.612083 -1.328028
8 H 1.433494 1.616925 2.656683
9 H 2.302516 1.166242 1.083912
10 H -0.433949 0.773508 1.965215
11 H -0.519574 2.094633 0.849923
12 H -0.169929 0.737572 -1.017398
13 H 1.153607 -0.010770 -0.271565
14 H -0.551696 -1.720413 0.698730
15 H -1.831551 -0.518959 0.411641
16 H 0.662856 -2.062033 -2.027380
17 H -0.565901 -2.369578 -3.238609
18 H -2.342888 -1.483136 -1.425566

Cartesian forces (eV/Å) of the 2 atoms listed first:
C -1.930 -0.960 -0.098
O 0.063 0.674 -0.237



Below is a single C6H11O molecule in a non-equilibrium geometry, with properties calculated with ωB97M-V/def2-TZVPD.

Computed properties:
LUMO level (spin up / spin down), eV: 0.6 / -1.5
Expectation value of S²: 0.7539
HOMO energy (spin up / spin down), eV: -8.052 / -8.051
Multiplicity: 2

Geometry (Å):
1 C -1.341614 2.244552 -0.428634
2 O -1.297016 3.531055 -0.145954
3 C -0.043418 1.574779 -1.183438
4 C -0.083223 -0.024597 -1.193717
5 C -0.273893 -0.765354 0.200066
6 C 0.486674 -1.976566 0.418735
7 C 1.299192 -2.121188 1.785623
8 H -2.179185 2.055253 -1.085368
9 H -1.507587 1.660301 0.463965
10 H 0.138713 2.083852 -2.058367
11 H 0.841464 1.913471 -0.518284
12 H -1.095203 -0.356417 -1.622286
13 H 0.872848 -0.354921 -1.666461
14 H -0.911110 -0.233397 0.895620
15 H 0.453114 -2.953461 -0.236443
16 H 2.391165 -1.806927 1.705731
17 H 1.301435 -3.134878 2.109253
18 H 0.947646 -1.335559 2.559958

Cartesian forces (eV/Å) of the 2 atoms listed first:
C 2.449 -2.228 -1.364
O 0.131 1.284 0.019



Relative energy (zero: lowest compared OMol25 entry of this formula, charge and spin) for the records above, in order: 0.0; 59.1; 14.5; 0.0; 24.3; 96.4 kcal/mol